No. 1
Density functional theory data (ωB97M-V/def2-TZVPD) for a molecular structure, C22H23NO3PtS4SbTe.

Structure (XYZ):
```
56
Properties=species:S:1:pos:R:3
Pt 11.906 14.684 9.552
S 12.615 15.008 6.170
Sb 11.760 12.752 6.444
S 10.871 12.719 8.919
S 11.684 16.260 8.032
S 9.289 13.589 6.272
O 11.668 17.217 11.328
C 10.777 16.768 12.346
C 11.113 15.437 12.944
C 11.817 15.287 14.163
C 12.312 14.025 14.479
C 12.126 12.969 13.619
C 11.321 13.196 12.507
N 10.851 14.386 12.155
H 11.910 16.393 10.816
H 9.766 16.704 11.924
H 10.757 17.521 13.137
H 11.950 16.138 14.829
H 12.916 13.830 15.388
H 12.620 12.052 13.743
H 11.124 12.412 11.761
Te 9.216 15.218 7.981
C 8.604 17.244 7.601
C 8.888 18.265 8.524
C 8.293 19.499 8.329
C 7.411 19.736 7.243
C 7.273 18.759 6.271
C 7.869 17.525 6.466
H 9.650 18.091 9.284
H 8.502 20.350 9.018
H 6.812 20.684 7.183
H 6.643 18.911 5.399
H 7.742 16.748 5.715
C 15.825 7.851 12.485
C 15.436 9.092 11.719
C 14.563 8.974 10.616
C 14.126 10.070 9.859
C 13.237 9.851 8.670
C 14.586 11.351 10.218
C 15.450 11.503 11.303
C 16.145 12.785 11.657
C 15.840 10.368 12.037
C 13.957 12.594 9.575
O 13.964 12.593 8.310
O 13.566 13.490 10.403
H 16.452 7.170 11.898
H 14.955 7.253 12.827
H 16.419 8.131 13.334
H 14.230 7.986 10.307
H 13.069 8.825 8.365
H 13.595 10.462 7.848
H 12.263 10.323 8.912
H 16.497 13.261 10.724
H 17.016 12.602 12.288
H 15.453 13.537 12.097
H 16.509 10.536 12.848
```

Properties
HOMO-LUMO gap (alpha / beta), eV: 5.3 / 6.1
Expectation value of S²: 6.023
Spin multiplicity: 5
Calculated total energy, eV: -91238.06744
Charge: -1
Energy relative to the best compared isomer or geometry (same formula, charge and spin), kcal per mole: 57.6
Largest force on an atom, hartree/bohr: 0.050

No. 2
Density functional theory data (ωB97M-V/def2-TZVPD) for a single C22H23NO5 molecule.

Structure (XYZ):
```
51
Properties=species:S:1:pos:R:3
C 3.103 -0.430 -3.117
C 1.637 -0.238 -2.780
O 1.470 -0.436 -1.376
C 0.243 -0.755 -0.944
O -0.723 -0.797 -1.670
C 0.271 -1.015 0.503
C 1.295 -1.683 1.141
C 2.405 -2.444 0.591
C 3.620 -2.490 1.272
C 4.682 -3.207 0.754
C 4.543 -3.892 -0.442
C 3.330 -3.869 -1.113
C 2.264 -3.156 -0.600
O 1.159 -1.634 2.482
C 0.036 -0.920 2.743
C -0.456 -0.590 3.995
C -1.587 0.194 4.039
C -2.232 0.607 2.866
O -3.324 1.394 2.998
C -1.776 0.222 1.603
C -2.604 0.572 0.396
N -2.887 2.009 0.345
C -3.870 2.307 -0.697
C -3.728 3.751 -1.162
O -2.484 3.986 -1.794
C -1.436 3.181 -1.280
C -1.677 2.815 0.181
C -0.592 -0.520 1.545
H 3.254 -0.290 -4.183
H 3.708 0.289 -2.572
H 3.423 -1.431 -2.836
H 1.003 -0.953 -3.317
H 1.302 0.775 -3.034
H 3.723 -1.951 2.202
H 5.622 -3.232 1.285
H 5.374 -4.449 -0.847
H 3.215 -4.418 -2.036
H 1.312 -3.163 -1.109
H 0.042 -0.923 4.891
H -2.009 0.507 4.980
H -3.524 1.776 2.120
H -2.124 0.211 -0.519
H -3.572 0.061 0.482
H -4.872 2.147 -0.287
H -3.744 1.644 -1.566
H -4.495 3.989 -1.903
H -3.850 4.428 -0.303
H -1.343 2.261 -1.878
H -0.516 3.761 -1.392
H -1.790 3.733 0.768
H -0.821 2.264 0.575
```

Properties
HOMO-LUMO gap, eV: 8.3
Calculated total energy, eV: -34914.71646
Energy relative to the best compared isomer or geometry (same formula, charge and spin), kcal per mole: 32.4
Largest force on an atom, hartree/bohr: 0.023

No. 3
Density functional theory data (ωB97M-V/def2-TZVPD) for a molecular structure, C22H24BBr2F5N4O6Tl.

Structure (XYZ):
```
65
Properties=species:S:1:pos:R:3
C -1.384 1.475 2.417
C -1.151 0.720 3.787
O -1.837 1.039 4.695
O -0.186 -0.322 3.884
C -0.946 -1.531 3.591
C -0.075 -2.593 2.806
C 0.144 -2.158 1.352
C 1.449 -1.429 1.007
B 2.586 -1.110 2.136
O 3.168 0.155 2.296
O 3.068 -2.112 2.974
C 1.771 -0.997 -0.346
C 3.082 -0.294 -0.752
Br 3.288 1.640 -0.486
C 4.088 -1.017 -1.311
C 5.458 -0.444 -1.761
Br 3.775 -2.933 -1.579
C 0.755 -1.268 -1.382
C -0.534 -2.001 -1.033
C -0.872 -2.444 0.279
C -2.207 -3.211 0.520
F -2.754 -3.019 1.754
F -3.184 -2.857 -0.389
C -1.939 -4.778 0.254
F -2.340 -5.082 -1.012
F -2.637 -5.536 1.114
F -0.601 -5.056 0.325
C -1.266 -2.111 -2.406
O -2.026 -2.883 -2.846
N -0.721 -0.973 -3.152
C -1.472 0.297 -3.121
C -0.741 1.478 -2.392
C -1.616 2.804 -2.606
C -0.883 4.038 -1.974
N -0.645 3.943 -0.511
C -1.767 4.373 0.284
N -1.566 5.258 1.200
N -3.104 3.858 0.086
C 0.710 -0.934 -2.896
O 1.573 -0.738 -3.671
H -2.445 1.331 2.074
H -1.161 2.566 2.537
H -0.731 0.995 1.629
H -1.406 -1.936 4.527
H -1.802 -1.199 2.933
H 0.858 -2.876 3.350
H -0.703 -3.532 2.762
H 2.507 0.864 2.200
H 3.347 -1.660 3.799
H 6.345 -1.037 -1.395
H 5.515 -0.492 -2.892
H 5.637 0.638 -1.463
H -2.472 0.172 -2.617
H -1.704 0.632 -4.171
H 0.275 1.724 -2.788
H -0.753 1.274 -1.274
H -1.636 2.965 -3.721
H -2.677 2.678 -2.281
H 0.105 4.238 -2.461
H -1.503 4.962 -2.136
H -0.280 3.032 -0.223
H -2.450 5.463 1.689
H -2.977 2.881 -0.212
H -3.536 3.781 1.012
Tl 7.183 1.290 -2.011
```

Properties
HOMO-LUMO gap, eV: 2.3
Calculated total energy, eV: -200456.01153
Charge: +3
Largest force on an atom, hartree/bohr: 0.103

No. 4
Density functional theory data (ωB97M-V/def2-TZVPD) for a molecular structure, C22H24ClCoI2OP2.

Structure (XYZ):
```
53
Properties=species:S:1:pos:R:3
I 2.721 -2.008 -3.038
I 2.573 1.869 -1.360
Co 1.708 -0.067 -0.254
P 3.828 -0.645 0.575
C 4.988 -1.335 -0.636
C 4.761 0.701 1.356
H 3.136 -1.607 2.687
H 4.793 -2.130 2.219
H 3.362 -2.864 1.426
C 3.772 -1.944 1.861
H 4.278 0.998 2.288
H 5.778 0.350 1.550
H 5.899 -1.661 -0.110
H 5.190 -0.566 -1.390
H 4.795 1.559 0.683
H 4.502 -2.195 -1.122
C 1.359 -1.777 -0.393
O 1.021 -2.878 -0.231
Cl 1.546 0.466 1.966
C -3.080 -2.040 -3.306
C -1.859 -1.443 -3.626
C -1.144 -0.744 -2.654
C -1.632 -0.637 -1.347
C -2.873 -1.225 -1.024
C -3.583 -1.934 -2.002
P -0.622 0.306 -0.142
C -1.219 2.017 -0.461
C -0.386 3.108 -0.147
C -0.625 4.335 -0.774
C -1.783 4.534 -1.537
C -2.741 3.523 -1.603
C -2.457 2.266 -1.068
C -1.499 -0.142 1.396
C -2.187 0.776 2.199
C -2.833 0.337 3.355
C -2.792 -1.007 3.727
C -2.078 -1.930 2.947
C -1.447 -1.489 1.785
H -3.635 -2.605 -4.062
H -1.435 -1.521 -4.628
H -0.169 -0.325 -2.907
H -3.272 -1.152 -0.008
H -4.529 -2.422 -1.733
H 0.453 2.992 0.557
H 0.127 5.123 -0.634
H -1.958 5.480 -2.059
H -3.690 3.703 -2.091
H -3.200 1.479 -1.143
H -2.243 1.833 1.932
H -3.383 1.065 3.957
H -3.296 -1.335 4.637
H -2.031 -2.986 3.226
H -0.911 -2.210 1.162
```

Properties
HOMO-LUMO gap (alpha / beta), eV: 5.9 / 4.4
Expectation value of S²: 6.092
Spin multiplicity: 5
Calculated total energy, eV: -110162.81169
Charge: +2
Largest force on an atom, hartree/bohr: 0.148

No. 5
Density functional theory data (ωB97M-V/def2-TZVPD) for a molecular structure, C22H24F3N4ReS3Sb.

Structure (XYZ):
```
58
Properties=species:S:1:pos:R:3
Re 0.033 -0.180 -0.342
C 2.281 -2.161 0.642
N 1.298 -1.196 1.216
C 2.089 -0.290 2.099
C 0.305 -1.874 2.058
C 0.596 -2.996 2.814
C -0.398 -3.574 3.589
C -1.674 -3.037 3.581
C -1.966 -1.906 2.833
C -0.960 -1.285 2.098
N -1.112 -0.139 1.260
C -1.752 1.061 1.676
C -2.855 1.140 2.526
C -3.429 2.368 2.816
C -2.929 3.535 2.265
C -1.830 3.469 1.424
C -1.250 2.245 1.132
N -0.053 2.144 0.301
C 1.113 2.596 1.111
C -0.130 3.076 -0.857
H 2.883 -2.590 1.441
H 1.763 -2.945 0.099
H 2.936 -1.619 -0.033
H 2.699 -0.896 2.769
H 2.733 0.338 1.488
H 1.411 0.306 2.704
H 1.581 -3.435 2.793
H -0.180 -4.456 4.172
H -2.466 -3.511 4.145
H -2.983 -1.564 2.793
H -3.285 0.261 2.966
H -4.285 2.402 3.476
H -3.384 4.489 2.489
H -1.423 4.377 1.004
H 1.027 3.667 1.303
H 1.117 2.081 2.065
H 2.032 2.401 0.562
H 0.036 4.101 -0.526
H 0.649 2.815 -1.570
H -1.109 3.020 -1.323
S 3.297 -3.000 -2.582
Sb 1.659 -1.637 -3.055
S -0.331 -2.117 -1.357
S 1.884 0.454 -1.503
F -4.469 2.918 -4.809
C -4.613 1.641 -4.428
F -5.828 1.502 -3.892
F -4.548 0.875 -5.525
C -3.522 1.256 -3.451
C -2.197 1.322 -3.853
C -1.214 0.971 -2.956
N -1.495 0.563 -1.707
C -2.777 0.478 -1.333
C -3.820 0.827 -2.172
H -1.924 1.640 -4.849
H -0.164 1.008 -3.214
H -2.964 0.105 -0.336
H -4.838 0.747 -1.823
```

Properties
HOMO-LUMO gap (alpha / beta), eV: 6.1 / 6.6
Expectation value of S²: 2.020
Spin multiplicity: 3
Calculated total energy, eV: -78486.65741
Charge: +1
Largest force on an atom, hartree/bohr: 0.011